Molecular formula: C7H6
Method: DFT, ωB97M-V/def2-TZVPD

Structure (XYZ):
```
13
Properties=species:S:1:pos:R:3:forces:R:3:lowdin_charge:R:1
C 2.115324 0.074151 0.149003 -3.6 -2.1 -1.9 -0.050
C 1.317498 0.877222 -0.678266 0.2 0.6 1.9 -0.124
C 1.388770 -1.075562 0.576827 0.7 2.0 0.6 -0.080
C -0.027614 0.785301 -0.542018 0.0 -1.3 0.8 0.092
C 0.021312 -0.937375 0.516536 1.2 0.2 0.0 0.079
C -0.903903 -0.061798 0.140660 -1.1 0.7 -1.7 -0.342
C -2.381240 0.026550 -0.023937 -1.3 0.1 2.8 -0.056
H 3.127427 0.209896 0.148552 2.7 0.1 0.5 0.068
H 1.765164 1.756301 -1.045177 0.3 1.0 -0.9 0.082
H 1.971746 -1.811504 1.079671 -0.3 -0.9 0.4 0.085
H -2.663644 -0.422049 -0.915300 -0.3 -1.3 -1.8 0.045
H -3.034647 -0.485759 0.796791 1.4 1.1 -1.2 0.116
H -2.696190 1.064629 -0.203345 0.2 -0.2 0.6 0.083
```
Forces are in eV/Å.

Properties
2S+1: 1
Kohn-Sham gap (spin up / spin down) (eV): 8.47 / 8.60
Relative energy (zero: lowest compared OMol25 entry of this formula, charge and spin) (kcal/mol): 52.95
Total charge: 0